Molecular formula: C6H11N2
Method: DFT, the ωB97M-V functional and the def2-TZVPD basis

CARTESIAN COORDINATES (ANGSTROEM)
C 1.244 -1.882 -0.073
C 0.187 -0.889 0.245
C 0.403 0.430 0.170
N 1.773 1.067 -0.039
C -0.788 1.394 0.020
C -2.220 0.821 0.110
N -2.177 -0.639 0.050
C -1.162 -1.334 0.218
H 1.557 -2.568 0.722
H 2.276 -1.433 -0.454
H 1.008 -2.581 -0.848
H 1.768 1.900 0.532
H 1.962 1.361 -1.024
H 2.348 0.268 0.119
H -0.711 1.799 -0.990
H -0.661 2.225 0.764
H -2.877 1.185 -0.777
H -2.722 1.278 0.933
H -1.210 -2.403 0.322

total charge: +1
SMILES: CC1=C([NH3+])CCN=C1
ΔE to the lowest compared entry with this formula, charge and spin: 70.0 kcal per mole
orbital gap: 0.338 Eh

So, what does the Löwdin scheme give us? The charges, in e, come out as: C -0.025; C -0.210; C -0.147; N 0.260; C -0.109; C -0.160; N 0.093; C -0.135; H 0.103; H 0.119; H 0.089; H 0.169; H 0.200; H 0.116; H 0.116; H 0.130; H 0.153; H 0.107; H 0.130

Molecular formula: C46H83N4O15PS6Si
Method: DFT, the ωB97M-V functional and the def2-TZVPD basis

CARTESIAN COORDINATES (ANGSTROEM)
C 4.308 6.562 0.973
Si 2.569 5.742 0.866
C 1.280 7.224 0.832
C 2.424 4.872 -0.845
O 2.120 4.756 2.248
C 2.302 3.318 1.999
C 1.048 2.575 1.249
C 0.714 1.061 1.778
C 1.814 -0.135 2.061
C 3.418 0.113 1.826
N 4.020 0.330 3.231
C 1.366 -1.666 2.557
N 2.403 -2.763 2.773
C -0.227 -2.079 2.794
C -1.331 -0.897 2.513
C -0.886 0.640 2.024
N -1.909 1.720 1.750
C -2.539 2.272 3.009
C -1.759 1.898 4.402
C -2.587 2.701 5.614
C -4.103 2.007 5.751
O -4.261 1.350 7.079
C -3.039 1.253 0.860
C -3.870 -0.166 1.158
C -5.125 -0.642 0.217
C -5.532 0.313 -1.077
C -4.673 1.704 -1.395
P -5.223 2.681 -2.958
N -5.593 1.551 -4.095
C -3.429 2.205 -0.436
C -2.544 3.592 -0.728
O -3.436 4.723 -1.045
C -3.908 5.413 0.166
O -5.014 4.685 0.871
C -5.722 5.609 1.780
C -6.921 4.898 2.652
O -6.518 4.597 4.062
S -3.220 -1.143 2.666
H 4.228 7.594 0.381
H 5.165 5.960 0.405
H 4.647 6.861 2.067
H 1.443 7.828 1.825
H 0.213 6.704 0.914
H 1.388 7.868 -0.146
H 1.279 4.555 -0.962
H 3.164 3.964 -0.932
H 2.638 5.583 -1.770
H 2.621 2.729 2.982
H 3.241 3.225 1.269
H 0.135 3.325 1.291
H 1.312 2.473 0.090
H 3.658 1.002 1.096
H 3.857 -0.884 1.375
H 4.239 -0.613 3.647
H 4.882 0.927 3.163
H 1.863 -3.657 2.890
H 2.967 -2.590 3.642
H -0.597 -3.135 3.138
H -2.514 3.462 2.917
H -3.677 1.937 2.994
H -0.633 2.213 4.443
H -1.806 0.762 4.706
H -2.761 3.833 5.376
H -2.087 2.540 6.677
H -4.299 1.180 4.940
H -4.971 2.817 5.625
H -4.887 0.564 7.009
H -5.689 -1.629 0.500
H -6.448 -0.056 -1.728
H -4.085 3.437 -3.477
H -6.362 3.539 -2.752
H -6.585 1.686 -4.393
H -1.736 3.406 -1.585
H -1.915 3.928 0.225
H -4.409 6.431 -0.200
H -3.061 5.717 0.916
H -6.174 6.462 1.119
H -4.920 6.035 2.524
H -7.384 3.943 2.135
H -7.794 5.706 2.736
H -6.003 5.403 4.369
O 6.668 7.212 -0.218
S 6.717 8.659 -0.255
O 5.674 9.455 -0.872
C 6.992 9.257 1.401
C 8.506 9.293 1.541
C 9.030 9.871 0.227
C 8.302 9.157 -0.911
H 6.509 8.596 2.122
H 6.566 10.263 1.468
H 8.817 9.893 2.401
H 8.895 8.277 1.678
H 8.811 10.945 0.188
H 10.114 9.754 0.137
H 8.149 9.818 -1.768
H 8.837 8.257 -1.225
O 0.213 -5.262 3.042
S 0.339 -6.348 2.092
O 1.483 -7.239 2.080
C -1.149 -7.327 2.152
C -2.075 -6.664 1.143
C -1.203 -6.341 -0.069
C 0.082 -5.699 0.448
H -1.552 -7.332 3.166
H -0.893 -8.344 1.843
H -2.914 -7.315 0.879
H -2.484 -5.737 1.562
H -0.963 -7.269 -0.603
H -1.719 -5.681 -0.774
H 0.940 -5.952 -0.181
H -0.016 -4.612 0.524
O -0.283 -2.048 -4.942
S -1.694 -2.119 -5.261
O -2.447 -3.354 -5.176
C -2.547 -0.862 -4.330
C -2.492 0.369 -5.222
C -2.794 -0.130 -6.635
C -1.951 -1.382 -6.868
H -2.058 -0.715 -3.365
H -3.578 -1.196 -4.182
H -3.207 1.132 -4.900
H -1.489 0.811 -5.193
H -3.858 -0.382 -6.713
H -2.581 0.635 -7.388
H -2.463 -2.097 -7.518
H -0.972 -1.134 -7.287
O 2.240 -3.158 -9.500
S 1.351 -4.137 -8.912
O 0.031 -4.406 -9.446
C 2.232 -5.678 -8.756
C 2.902 -5.591 -7.393
C 1.852 -5.002 -6.452
C 1.220 -3.806 -7.161
H 2.942 -5.788 -9.577
H 1.496 -6.488 -8.782
H 3.248 -6.571 -7.052
H 3.770 -4.923 -7.443
H 1.084 -5.757 -6.245
H 2.289 -4.707 -5.492
H 0.167 -3.689 -6.891
H 1.764 -2.881 -6.949
O -0.895 -10.318 1.698
S -0.269 -11.578 2.040
O -0.573 -12.810 1.340
C 1.498 -11.346 2.051
C 1.809 -10.902 3.473
C 0.967 -11.797 4.380
C -0.445 -11.842 3.798
H 1.783 -10.609 1.299
H 1.964 -12.311 1.829
H 2.876 -10.987 3.696
H 1.516 -9.854 3.611
H 1.393 -12.807 4.393
H 0.957 -11.432 5.412
H -0.923 -12.809 3.974
H -1.070 -11.039 4.200

total charge: 0
SMILES: C[Si](C)(C)OCCc1c(CN)c(N)cc2c1N(CCCCO)c1c(ccc([PH2]=N)c1COCOCCO)S2.O=S1(=O)CCCC1.O=S1(=O)CCCC1.O=S1(=O)CCCC1.O=S1(=O)CCCC1.O=S1(=O)CCCC1
orbital gap: 0.267 Eh

Here are the Löwdin charges for atoms 1 to 99, given in e: C -0.215; Si 0.462; C -0.213; C -0.216; O -0.279; C -0.264; C -0.140; C -0.009; C -0.037; C -0.241; N -0.049; C -0.133; N 0.014; C -0.004; C -0.362; C -0.117; N -0.156; C -0.189; C -0.174; C -0.154; C -0.231; O -0.162; C -0.102; C -0.352; C -0.054; C -0.042; C -0.248; P 0.719; N -0.361; C -0.019; C -0.151; O -0.199; C -0.191; O -0.194; C -0.176; C -0.175; O -0.151; S 0.797; H 0.049; H 0.054; H 0.059; H 0.046; H 0.036; H 0.054; H 0.048; H 0.051; H 0.068; H 0.134; H 0.096; H 0.111; H 0.115; H 0.110; H 0.111; H 0.059; H 0.070; H 0.044; H 0.080; H 0.074; H 0.132; H 0.121; H 0.119; H 0.111; H 0.102; H 0.123; H 0.102; H 0.116; H 0.100; H 0.088; H 0.091; H 0.010; H 0.002; H -0.047; H 0.146; H 0.115; H 0.151; H 0.147; H 0.130; H 0.134; H 0.144; H 0.128; H 0.094; O -0.356; S 0.666; O -0.328; C -0.232; C -0.225; C -0.222; C -0.226; H 0.100; H 0.114; H 0.118; H 0.122; H 0.120; H 0.117; H 0.107; H 0.108; O -0.353; S 0.679; O -0.331

Molecular formula: C39H43N4O3PSSiTi
Method: DFT, the ωB97M-V functional and the def2-TZVPD basis

CARTESIAN COORDINATES (ANGSTROEM)
Ti -0.752 0.171 0.764
C -4.808 1.331 1.003
C -3.678 0.393 0.739
O -2.476 0.932 0.893
C -3.840 -0.910 0.397
C -2.678 -1.707 0.084
C -2.568 -3.131 0.523
N -1.712 -1.259 -0.691
N -2.047 -0.290 -1.649
C -1.301 0.748 -1.744
O -0.362 1.080 -0.858
C -1.479 1.657 -2.900
C -0.723 2.822 -2.978
C -0.835 3.654 -4.083
C -1.707 3.327 -5.112
C -2.471 2.169 -5.030
C -2.359 1.335 -3.931
H -4.800 1.642 2.049
H -5.767 0.879 0.765
H -4.668 2.227 0.396
H -4.819 -1.365 0.450
H -3.128 -3.728 -0.205
H -2.987 -3.289 1.513
H -1.528 -3.456 0.494
H -0.041 3.065 -2.174
H -0.242 4.557 -4.140
H -1.789 3.970 -5.979
H -3.154 1.914 -5.830
H -2.935 0.422 -3.863
N 2.663 1.316 -1.105
C 3.516 0.901 -2.114
C 4.802 1.451 -2.205
C 5.696 1.009 -3.159
C 5.336 0.007 -4.057
C 4.064 -0.526 -3.979
C 3.140 -0.105 -3.021
P 1.425 -0.740 -2.974
C 1.650 -2.496 -2.484
C 2.883 -3.100 -2.250
C 2.957 -4.426 -1.840
C 1.799 -5.165 -1.655
C 0.563 -4.570 -1.876
C 0.490 -3.246 -2.280
C 1.076 -0.910 -4.767
C 0.775 0.270 -5.451
C 0.437 0.247 -6.793
C 0.392 -0.961 -7.477
C 0.698 -2.137 -6.811
C 1.032 -2.114 -5.462
H 2.933 2.143 -0.601
H 1.666 1.217 -1.249
H 5.085 2.239 -1.517
H 6.679 1.461 -3.214
H 6.034 -0.341 -4.807
H 3.765 -1.295 -4.684
H 3.796 -2.532 -2.378
H 3.925 -4.878 -1.661
H 1.857 -6.198 -1.336
H -0.347 -5.136 -1.724
H -0.477 -2.780 -2.425
H 0.803 1.219 -4.925
H 0.194 1.172 -7.300
H 0.120 -0.985 -8.525
H 0.680 -3.082 -7.340
H 1.258 -3.044 -4.955
C -1.106 -3.388 5.412
Si 0.403 -3.975 4.487
C 1.850 -4.060 5.679
C 0.092 -5.683 3.781
C 0.954 -2.910 3.025
C 2.225 -3.156 2.519
C 2.726 -2.482 1.407
C 1.890 -1.602 0.764
N 0.644 -1.385 1.196
C 0.200 -1.937 2.344
S -1.324 -1.256 2.842
H -1.258 -4.047 6.271
H -2.001 -3.410 4.791
H -0.987 -2.367 5.775
H 1.540 -4.538 6.611
H 2.222 -3.063 5.921
H 2.683 -4.641 5.278
H -0.132 -6.405 4.570
H 0.967 -6.041 3.234
H -0.752 -5.671 3.087
H 2.863 -3.883 3.012
H 3.731 -2.642 1.044
H 2.202 -1.053 -0.115
C -0.066 2.194 2.808
O 0.203 1.232 1.816
H -0.780 1.789 3.529
H -0.486 3.093 2.350
H 0.859 2.451 3.326

total charge: 0
ΔE to the lowest compared entry with this formula, charge and spin: 31.3 kcal per mole
orbital gap: 0.280 Eh

So, what does the Löwdin scheme give us? The charges, in e, come out as: Ti 1.011; C -0.004; C -0.415; O -0.189; C -0.014; C -0.382; C -0.049; N -0.025; N 0.105; C -0.463; O -0.211; C -0.157; C -0.031; C -0.082; C -0.093; C -0.082; C -0.024; H 0.091; H 0.083; H 0.093; H 0.119; H 0.097; H 0.067; H 0.073; H 0.111; H 0.103; H 0.101; H 0.104; H 0.112; N 0.106; C -0.326; C -0.045; C -0.093; C -0.097; C -0.106; C -0.318; P 1.148; C -0.387; C -0.094; C -0.088; C -0.090; C -0.083; C -0.117; C -0.358; C -0.102; C -0.084; C -0.092; C -0.085; C -0.087; H 0.096; H 0.021; H 0.106; H 0.101; H 0.097; H 0.109; H 0.097; H 0.102; H 0.100; H 0.101; H 0.092; H 0.096; H 0.102; H 0.099; H 0.101; H 0.099; C -0.209; Si 0.512; C -0.180; C -0.172; C -0.228; C -0.068; C -0.043; C -0.096; N -0.066; C -0.678; S 0.748; H 0.033; H 0.011; H 0.026; H 0.031; H 0.037; H 0.026; H 0.032; H 0.030; H 0.030; H 0.102; H 0.109; H 0.092; C -0.140; O -0.356; H 0.074; H 0.089; H 0.083

Molecular formula: C5H6O
Method: DFT, the ωB97M-V functional and the def2-TZVPD basis

CARTESIAN COORDINATES (ANGSTROEM)
C -1.701 0.454 -0.197
C -0.774 -0.761 -0.292
C 0.594 -0.430 -0.633
C 1.768 -0.107 -0.673
C 2.455 0.348 0.536
O 2.129 1.359 1.109
H -1.392 1.125 0.613
H -1.698 1.026 -1.128
H -2.719 0.113 0.005
H -1.140 -1.512 -0.994
H -0.700 -1.248 0.692
H 3.177 -0.367 0.963

total charge: 0
SMILES: CCC#CC=O
ΔE to the lowest compared entry with this formula, charge and spin: 60.2 kcal per mole
orbital gap: 0.391 Eh

So, what does the Löwdin scheme give us? The charges, in e, come out as: C -0.092; C -0.238; C -0.020; C 0.029; C -0.313; O 0.038; H 0.082; H 0.079; H 0.073; H 0.116; H 0.131; H 0.117

Molecular formula: C5H5NO2
Method: DFT, the ωB97M-V functional and the def2-TZVPD basis

CARTESIAN COORDINATES (ANGSTROEM)
C 0.093 0.735 -0.881
C -0.103 -1.505 -0.888
C -0.307 -1.071 0.401
C -0.100 -0.801 1.950
C -0.184 0.312 0.373
H -0.566 2.528 -1.128
H 1.156 2.334 -1.680
H -0.143 -2.357 -1.475
H 0.981 -1.159 2.257
H -0.806 -1.280 2.676
N 0.193 1.967 -1.462
O 0.136 -0.353 -1.770
O -0.350 0.650 1.629

total charge: 0
ΔE to the lowest compared entry with this formula, charge and spin: 109.3 kcal per mole
orbital gap: 0.317 Eh

So, what does the Löwdin scheme give us? The charges, in e, come out as: C -0.323; C 0.010; C -0.075; C -0.010; C -0.344; H 0.086; H 0.125; H 0.083; H 0.158; H 0.118; N 0.101; O 0.024; O 0.047

Molecular formula: C42H55F4N8P2RbS
Method: DFT, the ωB97M-V functional and the def2-TZVPD basis

CARTESIAN COORDINATES (ANGSTROEM)
Rb -0.074 0.933 -0.344
C 2.047 4.413 0.837
N 0.707 4.200 0.316
C -0.276 4.882 1.141
C 0.575 4.709 -1.052
C 1.503 4.112 -2.091
N 1.172 2.721 -2.316
C 1.543 2.146 -3.451
C 1.054 0.842 -3.750
F 0.229 0.268 -2.806
C 1.295 0.142 -4.901
F 0.728 -1.081 -5.037
C 2.104 0.643 -5.905
C 2.646 1.893 -5.642
F 3.479 2.441 -6.549
C 2.402 2.610 -4.493
F 3.051 3.793 -4.348
H 2.769 3.776 0.326
H 2.066 4.161 1.900
H 2.377 5.460 0.728
H -0.166 5.979 1.090
H -0.174 4.583 2.183
H -1.281 4.621 0.804
H 0.721 5.805 -1.043
H -0.453 4.517 -1.371
H 2.548 4.262 -1.788
H 1.370 4.728 -2.988
H 2.316 0.098 -6.811
C -0.305 -0.763 4.387
P 0.010 -1.129 2.616
C 1.485 -2.263 2.812
N 1.746 -2.736 4.002
C 2.785 -3.603 4.143
C 3.094 -4.124 5.424
C 4.109 -5.023 5.561
C 4.858 -5.447 4.432
C 4.577 -4.957 3.192
C 3.531 -4.014 3.031
N 3.276 -3.497 1.799
C 2.318 -2.618 1.677
P 2.050 -1.851 -0.010
C 2.218 -3.363 -1.033
C 3.661 -0.949 -0.304
C 4.914 -1.813 -0.398
C 3.813 0.075 0.827
C 3.470 -0.192 -1.623
C -1.374 -2.343 2.238
C -2.643 -1.491 2.099
C -1.097 -3.028 0.897
C -1.570 -3.406 3.315
H -0.328 -1.661 5.001
H -1.244 -0.218 4.476
H 0.498 -0.124 4.759
H 2.500 -3.794 6.267
H 4.347 -5.424 6.537
H 5.659 -6.162 4.563
H 5.133 -5.260 2.314
H 3.030 -3.996 -0.678
H 2.401 -3.073 -2.068
H 1.281 -3.919 -1.008
H 5.116 -2.363 0.521
H 5.769 -1.161 -0.607
H 4.842 -2.533 -1.215
H 3.932 -0.406 1.802
H 2.957 0.753 0.883
H 4.701 0.689 0.648
H 3.341 -0.868 -2.473
H 4.354 0.421 -1.824
H 2.616 0.485 -1.593
H -2.534 -0.723 1.328
H -2.908 -0.995 3.037
H -3.482 -2.132 1.812
H -0.934 -2.316 0.086
H -1.961 -3.641 0.624
H -0.230 -3.693 0.957
H -1.962 -2.984 4.241
H -0.643 -3.934 3.547
H -2.296 -4.145 2.959
C -1.286 2.857 4.413
C -2.622 3.215 4.483
C -3.434 2.998 3.382
C -2.883 2.425 2.242
N -1.601 2.065 2.177
C -0.829 2.285 3.236
C -3.693 2.220 0.996
C -5.079 2.145 1.024
C -5.765 1.994 -0.170
C -5.049 1.924 -1.351
C -3.666 1.993 -1.283
N -2.999 2.135 -0.140
H -0.612 3.015 5.244
H -3.028 3.666 5.379
H -4.472 3.300 3.403
H 0.211 1.986 3.137
H -5.617 2.183 1.961
H -6.845 1.926 -0.172
H -5.543 1.797 -2.305
H -3.065 1.913 -2.183
C -5.216 -2.315 -4.234
N -4.152 -1.374 -4.480
C -4.073 -0.621 -5.724
C -2.784 0.188 -5.539
N -2.598 0.113 -4.094
C -3.303 -0.901 -3.544
S -3.156 -1.434 -1.958
H -5.220 -3.087 -5.006
H -6.189 -1.816 -4.234
H -5.053 -2.776 -3.264
H -4.952 0.020 -5.842
H -4.028 -1.295 -6.579
H -2.895 1.218 -5.869
H -1.940 -0.258 -6.066
H -1.720 0.351 -3.662

total charge: 0
ΔE to the lowest compared entry with this formula, charge and spin: 10.1 kcal per mole
orbital gap: 0.209 Eh

Here are the Löwdin charges for atoms 1 to 99, given in e: Rb 0.572; C -0.103; N -0.272; C -0.117; C -0.226; C -0.263; N -0.039; C -0.252; C -0.191; F -0.140; C -0.251; F 0.059; C 0.025; C -0.235; F 0.072; C -0.143; F 0.055; H 0.075; H 0.079; H 0.093; H 0.090; H 0.064; H 0.079; H 0.119; H 0.117; H 0.105; H 0.114; H 0.119; C -0.284; P 0.992; C -0.385; N 0.125; C -0.210; C -0.016; C -0.076; C -0.075; C -0.014; C -0.207; N 0.132; C -0.389; P 0.984; C -0.257; C -0.732; C -0.091; C -0.094; C -0.102; C -0.721; C -0.104; C -0.121; C -0.090; H 0.028; H 0.030; H 0.040; H 0.113; H 0.103; H 0.104; H 0.114; H 0.033; H 0.042; H 0.032; H 0.065; H 0.087; H 0.076; H 0.077; H 0.064; H 0.090; H 0.085; H 0.099; H 0.034; H 0.055; H 0.074; H 0.092; H 0.034; H 0.090; H 0.070; H 0.075; H 0.074; H 0.088; C -0.060; C -0.053; C -0.009; C -0.225; N 0.087; C -0.191; C -0.228; C -0.015; C -0.055; C -0.057; C -0.151; N 0.091; H 0.110; H 0.110; H 0.107; H 0.103; H 0.106; H 0.110; H 0.106; H 0.095; C -0.060